(1)
DFT (ωB97M-V with the def2-TZVPD basis set) results for a 8-piece molecular cluster, C23H34Cl14F10N3O2S overall.

```
87
Properties=species:S:1:pos:R:3:mulliken_charge:R:1
C 0.056 -3.244 3.978 -0.099
C 0.758 -2.180 3.161 -0.516
C -0.205 -1.207 2.259 -0.330
C -0.713 -1.800 0.816 0.354
N -0.300 -3.166 0.314 -0.364
N -1.582 -0.715 0.217 0.363
S -2.440 -0.813 -1.342 0.826
O -1.333 -0.998 -2.415 -0.418
O -3.130 0.599 -1.495 -0.511
C -3.687 -2.207 -1.251 0.545
F -3.575 -2.952 -2.560 -0.233
F -3.445 -3.202 -0.181 -0.222
C -5.253 -1.735 -1.133 0.420
F -6.077 -2.984 -1.343 -0.270
F -5.621 -0.846 -2.299 -0.232
C -5.648 -0.974 0.264 0.618
F -6.160 0.400 -0.083 -0.274
F -4.504 -0.751 1.194 -0.159
C -6.833 -1.697 1.139 0.496
F -7.108 -0.774 2.303 -0.239
F -6.289 -2.941 1.734 -0.185
F -8.127 -1.853 0.435 -0.196
C -1.570 0.464 1.213 0.057
N -0.754 0.184 2.490 0.511
F -0.548 0.956 3.583 -0.163
H 0.666 -3.977 4.682 0.207
H -1.097 -3.424 3.897 -0.011
H 1.927 -2.092 3.144 0.349
H -1.051 -3.883 0.419 0.288
H 0.109 -3.143 -0.647 0.316
H -2.135 1.493 1.032 -0.064
Cl -2.154 3.987 0.775 -0.212
C -2.741 3.842 -0.900 -0.147
C -2.477 5.100 -1.712 -0.510
Cl -3.468 6.476 -1.164 -0.175
H -3.807 3.600 -0.867 0.336
H -2.213 2.995 -1.347 0.115
H -2.732 4.926 -2.761 0.337
H -1.425 5.400 -1.663 0.337
Cl -3.377 -2.339 6.862 -0.184
C -3.180 -1.119 5.579 -0.517
C -3.923 -1.498 4.307 -0.159
Cl -3.195 -2.908 3.497 -0.172
H -2.109 -0.988 5.396 0.212
H -3.576 -0.179 5.973 0.443
H -3.885 -0.670 3.594 -0.037
H -4.974 -1.727 4.507 0.477
Cl 3.809 -2.400 -4.612 -0.181
C 2.587 -1.111 -4.742 -0.189
C 2.322 -0.432 -3.408 0.019
Cl 1.498 -1.513 -2.255 -0.132
H 1.675 -1.548 -5.160 0.372
H 2.973 -0.381 -5.460 0.081
H 1.667 0.432 -3.554 0.268
H 3.249 -0.083 -2.942 -0.286
Cl 5.023 1.581 -3.346 -0.238
C 5.220 2.800 -4.629 -0.032
C 4.477 2.422 -5.901 -0.390
Cl 5.205 1.012 -6.711 -0.183
H 6.291 2.932 -4.812 0.376
H 4.824 3.741 -4.235 -0.130
H 4.515 3.250 -6.614 0.178
H 3.426 2.193 -5.701 0.366
Cl 3.523 6.186 -2.846 -0.180
C 3.720 7.405 -4.129 -0.509
C 2.977 7.027 -5.401 -0.460
Cl 3.705 5.616 -6.211 -0.168
H 4.791 7.537 -4.312 0.316
H 3.324 8.346 -3.735 0.348
H 3.015 7.855 -6.114 0.323
H 1.926 6.797 -5.201 0.302
Cl -0.435 -5.977 5.389 -0.188
C -0.928 -6.061 7.098 -0.389
C -0.332 -4.932 7.924 -0.406
Cl 1.432 -5.094 8.112 -0.177
H -0.639 -7.041 7.488 0.364
H -2.020 -5.996 7.115 0.282
H -0.759 -4.943 8.932 0.367
H -0.537 -3.954 7.478 0.176
Cl 4.746 -0.996 -0.194 -0.168
C 6.016 0.252 -0.244 0.199
C 7.413 -0.347 -0.181 -0.483
Cl 7.763 -1.071 1.409 -0.189
H 5.840 0.950 0.580 0.306
H 5.888 0.795 -1.184 -0.222
H 8.160 0.435 -0.344 0.320
H 7.555 -1.119 -0.944 0.329
```

**Gap between HOMO and LUMO**: 0.258 Eh
**Net charge**: +1
**HOMO**: -12.19 eV

=====

(2)
DFT (ωB97M-V with the def2-TZVPD basis set) results for C23H34Cl2LaN3O3 as an isolated structure.

```
66
Properties=species:S:1:pos:R:3:mulliken_charge:R:1
O 0.455 0.814 -3.758 -0.487
C -0.274 0.820 -4.756 -0.044
C -0.047 1.815 -5.868 0.570
C 1.103 2.620 -5.808 -0.303
H 1.868 2.404 -5.063 0.372
C 1.224 3.714 -6.653 -0.447
H 2.077 4.379 -6.542 0.357
C 0.244 3.948 -7.626 -0.345
H 0.332 4.806 -8.287 0.359
C -0.834 3.057 -7.783 -0.482
H -1.579 3.220 -8.564 0.348
C -0.962 1.966 -6.919 -0.477
H -1.772 1.234 -7.009 0.327
H -1.149 0.143 -4.954 0.287
C -2.753 2.244 0.220 -1.220
C -2.325 1.157 1.124 0.410
H -3.678 2.710 0.610 0.380
H -2.946 1.899 -0.815 0.210
H -1.975 3.025 0.133 0.213
C -2.820 0.690 2.245 -0.222
C -4.009 1.235 2.997 -1.273
H -2.380 -0.158 2.782 0.160
H -4.470 2.072 2.477 0.335
H -3.710 1.569 3.994 0.219
H -4.765 0.461 3.127 0.255
La 0.235 0.113 0.355 1.573
Cl 1.218 2.576 0.384 -0.652
Cl -1.057 -0.520 -1.784 -0.699
H 3.775 0.354 -2.402 0.417
H 5.670 1.139 -1.025 0.307
C 3.072 0.361 -1.556 -1.057
C 4.968 1.290 -0.199 -0.884
N 3.865 0.334 -0.313 0.317
H 2.409 -0.523 -1.601 0.252
C 3.478 -0.356 0.753 0.098
O 2.393 -1.018 0.813 -0.589
H 5.469 1.101 0.755 0.309
H 4.177 -0.248 1.608 0.336
H 2.458 1.283 -1.589 0.321
H 4.578 2.318 -0.215 0.311
H -1.498 -5.215 2.326 0.311
H -0.395 -6.000 0.034 0.330
C -1.965 -4.409 1.737 -0.848
C -0.918 -5.144 -0.394 -0.922
N -1.114 -4.098 0.585 0.237
H -2.084 -3.519 2.359 0.202
C -0.494 -2.943 0.412 0.452
O -0.619 -1.977 1.231 -0.536
H -0.308 -4.716 -1.181 0.272
H 0.132 -2.855 -0.510 0.009
H -2.947 -4.744 1.369 0.320
H -1.866 -5.475 -0.815 0.326
N 0.760 0.701 3.148 -0.338
C 0.399 -0.119 4.259 0.553
C 0.913 -1.419 4.340 -0.275
C 0.528 -2.252 5.389 -0.628
C -0.370 -1.801 6.359 -0.519
C -0.878 -0.500 6.288 -0.563
C -0.503 0.343 5.232 -0.339
H 1.752 0.644 2.899 0.150
H 0.462 1.674 3.205 0.258
H 1.610 -1.757 3.570 0.248
H 0.950 -3.252 5.463 0.386
H -0.663 -2.454 7.176 0.381
H -1.551 -0.127 7.060 0.370
H -0.891 1.367 5.174 0.302
```

**Gap between HOMO and LUMO**: 0.199 Eh
**Energy above the lowest of the compared OMol25 structures with the same formula, charge and spin**: 10.8 kcal/mol
**HOMO**: -5.32 eV

=====

(3)
DFT (ωB97M-V with the def2-TZVPD basis set) results for C23H34Cl2N3O3Y as an isolated structure.

```
66
Properties=species:S:1:pos:R:3:mulliken_charge:R:1
O 2.895 1.565 -1.309 -0.639
C 1.807 1.753 -1.955 -0.080
C 1.182 3.103 -2.134 0.835
C 0.660 3.803 -1.045 -0.035
H 0.363 3.254 -0.169 0.336
C 0.515 5.214 -1.074 -0.621
H 0.122 5.776 -0.170 0.304
C 0.878 5.948 -2.237 -0.310
H 0.787 7.043 -2.262 0.350
C 1.341 5.247 -3.362 -0.670
H 1.624 5.800 -4.285 0.332
C 1.453 3.838 -3.308 -0.312
H 1.771 3.325 -4.219 0.319
H 1.953 1.255 -3.051 0.036
C -0.202 -0.501 -3.285 -1.735
C -0.513 0.509 -2.239 1.058
H -0.423 0.059 -4.242 0.544
H -0.742 -1.510 -3.324 0.160
H 0.855 -0.748 -3.334 0.287
C -1.446 1.473 -2.577 -0.171
C -2.597 1.323 -3.659 -1.668
H -1.529 2.541 -2.192 0.271
H -2.503 2.121 -4.424 0.416
H -3.578 1.496 -3.198 0.349
H -2.658 0.355 -4.182 0.361
Y -1.343 -0.466 -0.430 0.839
Cl -2.156 1.598 0.709 -0.598
Cl -3.160 -1.566 -1.654 -0.589
C -3.282 -1.164 1.676 0.250
O -2.055 -1.370 1.438 -0.206
N -4.022 -2.031 2.336 0.234
C -3.469 -3.317 2.772 -0.924
C -5.434 -1.722 2.542 -0.844
H -3.778 -0.234 1.309 0.184
H -2.401 -3.348 2.532 0.205
H -3.983 -4.141 2.268 0.328
H -3.604 -3.420 3.856 0.347
H -5.579 -0.718 2.143 0.267
H -5.695 -1.729 3.603 0.315
H -6.095 -2.418 2.008 0.329
H 1.527 -5.110 -0.674 0.337
H 3.851 -4.105 -0.491 0.326
C 1.352 -4.349 -1.458 -0.944
C 3.569 -3.319 -1.189 -0.945
N 2.127 -3.138 -1.141 0.175
H 0.263 -4.162 -1.572 0.253
C 1.602 -2.025 -0.646 0.758
O 0.385 -1.884 -0.385 -0.595
H 4.033 -2.380 -0.919 0.303
H 2.335 -1.200 -0.513 -0.167
H 1.761 -4.747 -2.399 0.337
H 3.857 -3.612 -2.200 0.325
C 3.089 0.147 5.518 -1.265
C 2.227 0.150 4.262 1.156
C 2.816 0.293 2.985 -1.100
C 1.995 0.278 1.869 -0.012
N 0.686 0.144 1.931 0.388
C 0.109 0.014 3.125 -0.469
C 0.822 -0.004 4.314 -0.996
H 3.823 -0.697 5.514 0.289
H 3.685 1.088 5.616 0.305
H 2.459 0.045 6.434 0.317
H 3.883 0.405 2.859 0.434
H 2.440 0.396 0.897 0.199
H -0.955 -0.080 3.135 0.421
H 0.304 -0.143 5.257 0.318
```

**Gap between HOMO and LUMO**: 0.262 Eh
**Energy above the lowest of the compared OMol25 structures with the same formula, charge and spin**: 22.3 kcal/mol
**HOMO**: -6.85 eV